{
  "formula": "C24H43AuBN6Si",
  "method": "ωB97M-V with the def2-TZVPD basis set",
  "symbols": ["Au", "Si", "N", "N", "N", "N", "N", "N", "C", "C", "C", "C", "C", "C", "C", "C", "C", "C", "C", "C", "C", "C", "C", "C", "C", "C", "C", "C", "C", "C", "C", "C", "B", "H", "H", "H", "H", "H", "H", "H", "H", "H", "H", "H", "H", "H", "H", "H", "H", "H", "H", "H", "H", "H", "H", "H", "H", "H", "H", "H", "H", "H", "H", "H", "H", "H", "H", "H", "H", "H", "H", "H", "H", "H", "H", "H"],
  "xyz": [[-0.256, -0.077, 0.219], [0.041, 0.052, 2.591], [1.593, -0.094, -1.001], [-1.045, -1.322, -2.433], [-1.021, 1.254, -2.356], [-1.333, -1.620, -1.127], [1.209, -0.068, -2.322], [-1.344, 1.485, -1.043], [2.309, -0.073, -3.095], [-2.282, 3.065, -2.303], [2.927, -0.136, -0.975], [-1.536, -2.178, -4.732], [-1.579, 2.212, -3.124], [3.416, -0.112, -2.278], [3.734, -0.208, 0.273], [2.119, 2.062, 2.619], [-2.337, -3.109, -2.449], [-2.129, -2.684, -1.134], [-1.434, 2.254, -4.611], [-2.116, 2.568, -1.008], [2.263, -0.047, -4.589], [0.751, -1.650, 4.576], [-2.706, -3.260, 0.118], [-0.219, 2.814, 2.408], [0.132, -2.727, 2.393], [0.564, 1.823, 4.577], [-1.767, -0.065, 2.880], [-2.709, 3.089, 0.258], [0.885, -1.554, 3.040], [0.685, 1.743, 3.038], [2.356, -1.683, 2.645], [-1.640, -2.222, -3.242], [-0.267, -0.032, -2.830], [3.280, -0.066, -4.978], [0.820, 2.847, 4.868], [-1.975, -1.268, -5.140], [-1.895, 1.388, -5.087], [-2.323, 0.790, 2.502], [-3.690, -3.683, -0.081], [2.731, -2.644, 3.010], [0.172, -2.685, 1.302], [-1.258, 2.737, 2.729], [-0.387, 2.280, -4.912], [1.729, -0.907, -4.991], [-1.920, 3.149, -4.993], [-0.232, 0.005, -4.024], [-0.189, 2.778, 1.316], [2.377, 3.058, 2.993], [4.448, -0.131, -2.586], [3.101, -0.173, 1.148], [-2.857, 3.925, -2.606], [0.141, 3.802, 2.712], [1.773, 0.852, -4.963], [-1.868, -0.083, 3.973], [0.608, -3.664, 2.699], [-3.709, 3.477, 0.070], [-0.913, -2.782, 2.699], [-2.936, -3.940, -2.783], [2.985, -0.903, 3.079], [-0.446, 1.627, 4.945], [-2.117, 3.898, 0.686], [4.435, 0.626, 0.326], [-0.279, -1.580, 4.930], [-2.084, -4.057, 0.527], [1.125, -2.638, 4.866], [2.224, 2.090, 1.536], [1.350, -0.910, 5.105], [2.486, -1.678, 1.563], [2.850, 1.362, 3.028], [4.313, -1.132, 0.309], [-2.823, -2.490, 0.881], [-2.793, 2.295, 0.998], [-2.214, -0.976, 2.484], [1.256, 1.159, 5.094], [-0.499, -2.225, -5.066], [-2.065, -3.030, -5.153]],
  "atomic_forces_ev_per_a": [[-0.1292, -0.1826, -0.6350], [0.7126, 0.1910, -0.1115], [0.0258, -0.1366, 0.0978], [0.2133, 0.2030, 0.2990], [0.1948, -0.2366, 0.3136], [-0.1828, -0.0148, -0.3065], [-0.1726, 0.0978, 0.2966], [-0.2076, 0.1355, -0.1097], [-0.1891, 0.0032, -0.2978], [-0.0749, 0.0961, 0.0480], [0.0376, 0.0486, 0.1829], [-0.0234, -0.0634, 0.0302], [0.0930, -0.2136, -0.2466], [0.1253, -0.0622, -0.0153], [0.0908, 0.3867, -0.1202], [0.1341, -0.0615, 0.1263], [-0.0739, -0.0463, 0.0005], [0.0134, -0.0012, 0.1638], [-0.0224, 0.0702, 0.0289], [0.0241, -0.0352, 0.1040], [0.0926, -0.0004, 0.0223], [0.0946, -0.2588, 0.0383], [0.0500, -0.0022, -0.0087], [0.0046, 0.0311, 0.0522], [-0.0310, -0.0792, 0.0333], [0.0780, 0.2473, 0.0256], [-0.5305, -0.0616, -0.3504], [-0.0797, 0.0048, -0.0555], [0.1503, -0.1677, -0.0473], [0.0618, 0.2614, 0.0455], [-0.0925, -0.2837, 0.2251], [0.0637, 0.1831, -0.1676], [-0.2377, -0.0129, -0.1973], [-0.0043, -0.0004, 0.0185], [-0.0344, -0.0423, 0.0516], [-0.0092, -0.0004, 0.0261], [-0.0089, -0.0098, 0.0314], [-0.0366, 0.0093, 0.0772], [0.0159, 0.0115, -0.0075], [-0.0163, 0.0392, 0.0522], [-0.0161, -0.0010, -0.0125], [0.0251, -0.0149, 0.0194], [-0.0095, 0.0068, 0.0262], [0.0008, -0.0036, 0.0296], [0.0034, -0.0014, 0.0012], [0.0521, 0.0010, 0.2017], [0.0131, -0.0396, 0.0483], [0.0062, -0.0544, -0.0016], [-0.0375, -0.0005, 0.0268], [0.1497, 0.4033, -0.2270], [0.0198, -0.0177, 0.0222], [-0.0003, -0.0399, 0.0188], [-0.0027, 0.0044, 0.0308], [-0.0756, -0.0172, -0.0056], [-0.0150, 0.0393, 0.0144], [0.0060, -0.0071, -0.0251], [-0.0303, 0.0066, 0.0040], [0.0218, 0.0193, 0.0198], [-0.0237, -0.0137, -0.0104], [-0.0033, -0.0076, -0.0372], [0.0057, 0.0178, -0.0346], [0.0178, -0.0133, -0.0776], [-0.0139, 0.0046, -0.0340], [0.0417, -0.0047, -0.0131], [-0.0393, 0.0411, 0.0627], [0.0132, -0.0669, -0.0957], [0.0279, -0.0083, -0.0364], [-0.2466, -0.3210, 0.3497], [-0.0125, -0.0005, -0.0213], [-0.0159, 0.0098, -0.0159], [0.0209, 0.0123, -0.0107], [0.0053, -0.0040, -0.0151], [-0.0307, 0.0047, 0.0927], [0.0230, 0.0172, -0.0336], [0.0027, -0.0032, 0.0277], [-0.0026, 0.0054, -0.0028]],
  "total_charge": 1,
  "gap_ev": 6.1593
}



{
  "formula": "C8H16FNO3S",
  "method": "ωB97M-V with the def2-TZVPD basis set",
  "symbols": ["S", "F", "O", "O", "O", "N", "C", "C", "C", "C", "C", "C", "C", "C", "H", "H", "H", "H", "H", "H", "H", "H", "H", "H", "H", "H", "H", "H", "H", "H"],
  "xyz": [[4.890, 2.521, 0.028], [5.767, 1.282, 0.030], [4.851, 3.273, 1.306], [0.001, -1.661, -1.472], [4.905, 3.302, -1.232], [-1.017, 0.160, 0.599], [-2.986, -0.159, 1.994], [-2.867, -1.363, 1.045], [-1.998, 0.882, 1.439], [-1.443, -1.261, 0.448], [2.227, 2.322, -0.016], [-1.343, -1.699, -1.011], [0.139, -2.110, -2.803], [3.333, 1.623, -0.014], [-1.496, 1.453, 2.231], [-3.614, -1.308, 0.245], [-2.517, 1.612, 0.808], [-3.033, -2.321, 1.557], [-0.761, -1.891, 1.040], [-1.937, -1.034, -1.641], [3.340, 0.550, -0.032], [-1.729, -2.716, -1.141], [-0.452, -1.485, -3.475], [-0.189, -3.149, -2.879], [1.262, 1.851, -0.037], [-0.076, 0.190, 0.997], [2.265, 3.396, 0.007], [-4.012, 0.231, 2.054], [1.192, -2.047, -3.088], [-2.703, -0.446, 3.016]],
  "atomic_forces_ev_per_a": [[-5.3914, 4.4054, -0.0682], [1.8431, -0.4995, 0.0395], [1.5670, -2.0338, -2.7050], [0.1601, 0.0633, 0.5004], [1.4410, -2.0937, 2.7194], [0.1054, -0.3785, 0.3894], [0.0034, -0.0026, 0.2158], [0.0940, 0.0396, -0.2781], [0.0707, 0.1048, -0.2359], [0.5592, 0.1590, 0.1064], [-0.2546, 0.3944, 0.0427], [0.1577, -0.0013, -0.1556], [-0.0440, 0.1108, 0.3441], [0.8173, -0.0390, 0.0293], [-0.1089, -0.1653, -0.1276], [0.0676, 0.1059, 0.0299], [-0.0560, -0.0690, 0.1046], [0.1354, 0.2809, -0.1465], [-0.1301, -0.0158, -0.1943], [-0.2496, 0.1732, 0.0230], [0.2763, -0.3061, -0.0253], [-0.1247, -0.1563, 0.1158], [-0.0705, -0.0110, -0.1873], [-0.0605, -0.1305, -0.1759], [-0.2637, -0.1757, -0.0802], [-0.6229, -0.0005, -0.1456], [-0.0963, 0.3199, -0.0026], [0.3044, -0.1123, -0.0690], [-0.1605, 0.0386, 0.1535], [0.0310, -0.0048, -0.2167]],
  "smiles": "COC[C@@H]1CCCN1.C=CS(=O)(=O)F",
  "total_charge": 0,
  "gap_ev": 9.5789
}



{
  "formula": "C13H33BO3P2V",
  "method": "ωB97M-V with the def2-TZVPD basis set",
  "symbols": ["V", "P", "P", "O", "O", "O", "C", "C", "C", "C", "C", "C", "C", "C", "C", "C", "C", "C", "C", "B", "H", "H", "H", "H", "H", "H", "H", "H", "H", "H", "H", "H", "H", "H", "H", "H", "H", "H", "H", "H", "H", "H", "H", "H", "H", "H", "H", "H", "H", "H", "H", "H", "H"],
  "xyz": [[-0.163, -0.380, -1.565], [-0.263, -2.695, -1.980], [-0.265, 1.938, -1.964], [2.595, -0.380, -0.167], [1.384, 1.124, 1.329], [-1.028, 0.970, 1.457], [1.949, 0.099, 3.446], [-1.697, -3.618, -1.267], [1.247, 2.925, -1.576], [1.174, -3.722, -1.437], [-0.527, -1.170, 2.448], [0.992, 2.405, 3.281], [0.959, 0.987, 2.665], [1.539, -0.379, -0.676], [-1.592, 2.897, -1.105], [-0.568, 2.361, -3.734], [-0.390, -3.111, -3.772], [-1.366, 0.730, 3.822], [-0.485, 0.385, 2.601], [0.141, 0.974, 0.513], [-1.513, 1.890, -4.048], [0.306, 3.088, 2.735], [-0.464, -4.201, -3.930], [0.574, -0.364, -3.050], [-0.922, 0.032, -0.437], [-0.619, 3.454, -3.885], [-0.158, -1.672, 3.366], [2.019, 2.825, 3.216], [-2.627, -3.132, -1.603], [1.281, -3.639, -0.342], [-1.573, -1.508, 2.276], [-2.386, 0.309, 3.690], [2.096, 2.499, -2.136], [2.089, -3.319, -1.901], [0.248, 1.935, -4.341], [-1.492, 1.825, 3.941], [-0.928, 0.309, 4.752], [-1.696, -4.678, -1.580], [1.613, -0.033, 4.497], [0.085, -1.528, 1.596], [-1.432, 2.835, -0.016], [-1.596, 3.957, -1.416], [-0.916, -0.860, -0.441], [1.123, 3.990, -1.841], [0.501, -2.716, -4.289], [2.961, 0.556, 3.450], [0.710, 2.384, 4.355], [-1.650, -3.561, -0.167], [1.468, 2.834, -0.499], [-2.565, 2.437, -1.342], [-1.279, -2.606, -4.184], [2.052, -0.900, 2.973], [1.051, -4.783, -1.718]],
  "atomic_forces_ev_per_a": [[5.1327, 2.8755, -5.4031], [-0.1323, -2.2555, -0.8576], [-0.0028, 2.2505, -1.3165], [-3.5475, -0.5065, -2.5344], [-3.5085, -0.3441, -3.2084], [2.1318, 0.5069, -3.6848], [0.2599, -0.2898, -0.2947], [0.0931, 0.1889, 0.0693], [0.0613, -0.3055, 0.0470], [0.0988, 0.4244, 0.1256], [0.1049, -0.0292, 0.0440], [-0.1421, 0.1947, 0.2309], [0.1807, 0.4565, 2.4156], [5.3739, -0.4815, 2.0392], [0.0775, -0.1728, 0.0285], [0.0597, -0.0750, 0.0312], [0.0524, 0.0570, 0.0978], [-0.1667, 0.3229, 0.0340], [-0.0037, -0.8769, 2.1870], [-0.0693, -0.7000, 3.9143], [0.2997, 0.2364, 0.0223], [0.3255, -0.3807, 0.3601], [-0.0308, 0.4724, 0.0859], [0.1464, -0.3499, -0.5105], [-2.6193, 0.6157, 4.5299], [-0.0401, -0.4735, 0.0937], [-0.2037, 0.3267, -0.5447], [-0.5965, -0.3622, -0.0712], [0.2704, -0.2594, 0.1464], [-0.0139, -0.1019, -0.3827], [0.6370, 0.3788, 0.0897], [0.6946, 0.1147, 0.0289], [-0.2750, 0.1965, 0.2109], [-0.3075, -0.2135, 0.1647], [-0.3244, 0.1716, 0.2398], [0.1808, -0.6485, -0.0681], [-0.2598, 0.2685, -0.5567], [0.0256, 0.5087, 0.0964], [0.1797, 0.1073, -0.6634], [-0.1687, 0.1687, 0.3635], [-0.2245, 0.1167, -0.3898], [0.0612, -0.5233, 0.0515], [-3.2685, -2.0249, 3.3091], [-0.0739, -0.5263, 0.0728], [-0.3628, -0.1477, 0.2044], [-0.6732, -0.1666, 0.0392], [0.1462, 0.0491, -0.6922], [-0.0575, -0.0377, -0.4038], [0.0447, 0.1705, -0.3909], [0.2909, 0.2377, 0.1614], [0.3034, -0.2435, 0.0510], [-0.0953, 0.5465, 0.3109], [-0.0648, 0.5325, 0.0769]],
  "total_charge": 1,
  "multiplicity": 3,
  "s_squared": 2.0350,
  "gap_ev": [8.7851, 7.6206]
}



{
  "formula": "C2H5NS",
  "method": "ωB97M-V with the def2-TZVPD basis set",
  "symbols": ["S", "N", "C", "C", "H", "H", "H", "H", "H"],
  "xyz": [[-1.964, 0.490, -0.125], [-1.112, -1.077, -0.052], [0.914, 0.481, -0.115], [-0.350, -0.065, 0.535], [-0.244, -0.270, 1.579], [1.288, 1.257, 0.570], [1.715, -0.210, -0.360], [-0.711, -1.478, -0.967], [0.465, 0.872, -1.064]],
  "atomic_forces_ev_per_a": [[0.7456, -0.4078, 0.3057], [0.0736, -1.9030, -2.0210], [-1.6208, 0.8245, -0.6212], [1.0379, -0.2733, -0.0939], [-0.3713, 0.5165, 0.8589], [0.0375, 0.0248, -0.7044], [-0.1463, -0.4421, 0.3058], [-0.9239, 1.4325, 1.4049], [1.1677, 0.2279, 0.5652]],
  "smiles": "C[C@@H]1NS1",
  "total_charge": 0,
  "gap_ev": 9.2736
}



no.,molar mass (g mol⁻¹)
1,651.5
2,225.3
3,361.1
4,75.1